Here is C12H20MgN2O2 as an isolated structure at a distorted geometry from the Open Molecules 2025 dataset. Energies are from ωB97M-V/def2-TZVPD.

Geometry as XYZ:
```
37
Properties=species:S:1:pos:R:3
C -1.38 -1.24 -2.67
C 1.08 -0.05 -2.69
C -0.40 0.14 -2.56
H -1.85 -1.29 -1.68
C 1.47 1.39 -3.01
H 1.82 -0.50 -1.97
H -0.62 0.22 -3.67
H 2.42 1.62 -3.48
C -0.85 1.55 -2.28
H -1.03 1.74 -1.22
H -1.78 1.75 -2.83
C -0.18 -2.20 -2.78
H -0.43 -3.15 -3.26
H 0.14 -2.43 -1.75
C 0.98 -1.46 -3.47
H 0.76 -1.26 -4.52
H 1.92 -2.01 -3.38
C 0.34 2.38 -2.90
H 0.00 2.75 -3.88
H 0.55 3.26 -2.27
Mg 1.56 1.06 -1.17
H -2.15 -1.47 -3.38
C -1.15 0.42 2.01
C 0.06 0.30 1.17
N 0.38 1.41 0.49
O -0.48 2.44 0.98
C 0.93 -0.82 1.08
C 0.87 -2.03 1.95
N 1.87 -0.76 0.10
O 2.62 -1.77 -0.05
H -0.98 1.10 2.85
H -1.42 -0.57 2.42
H -2.00 0.78 1.42
H -0.13 3.28 0.63
H 0.50 -2.91 1.39
H 1.87 -2.29 2.31
H 0.22 -1.86 2.81
```

HOMO (spin up / spin down): -7.111 / -7.111 eV
Energy above the lowest of the compared OMol25 structures with the same formula, charge and spin: 2.599 eV
E_LUMO (spin up / spin down): -0.049 / -0.051 eV